No. 1
{"formula": "C12H4F9IN6O3V", "method": "ωB97M-V/def2-TZVPD", "elements": ["V", "F", "C", "F", "F", "C", "O", "C", "F", "F", "F", "C", "F", "F", "F", "I", "C", "H", "H", "O", "N", "C", "C", "N", "C", "N", "N", "C", "O", "C", "C", "N", "C", "N", "H", "H"], "xyz": [[-0.180810, 0.540089, 0.992553], [-2.173220, 2.996171, -2.286173], [-2.651253, 1.763029, -2.124899], [-3.137961, 1.345364, -3.295996], [-3.642661, 1.817980, -1.244830], [-1.534550, 0.798976, -1.624641], [-1.334265, 1.036948, -0.279319], [-1.991500, -0.683225, -1.790018], [-1.244708, -1.464027, -0.985945], [-1.851372, -1.120656, -3.034432], [-3.259320, -0.834487, -1.420122], [-0.216995, 1.054198, -2.408775], [0.351326, 2.181864, -2.002901], [-0.416073, 1.115060, -3.719532], [0.650214, 0.054905, -2.155403], [-1.343333, 3.266415, 2.388143], [0.380355, 2.272980, 1.748594], [1.022278, 2.043613, 2.599821], [0.918821, 2.843485, 0.993339], [-1.182592, -0.339604, 2.217572], [-1.839055, -1.009768, 3.124357], [-1.415074, -2.199706, 3.364401], [-2.081804, -2.968732, 4.374964], [-2.585312, -3.622314, 5.171808], [-0.320902, -2.771945, 2.618109], [0.543060, -3.157188, 1.970749], [2.464915, -2.030418, -0.054186], [2.400220, -0.705951, 0.067657], [1.402752, -0.239158, 0.803692], [3.323714, 0.155022, -0.499455], [4.399756, -0.391998, -1.239842], [5.233949, -0.930093, -1.824178], [3.170703, 1.552652, -0.307545], [3.027291, 2.678828, -0.113165], [3.251421, -2.436146, -0.535286], [1.861987, -2.612162, 0.510883]], "forces_ev_per_angstrom": [[-0.8, -0.1, 0.2], [0.0, 0.0, 0.0], [0.0, 0.0, 0.0], [0.0, 0.0, 0.0], [0.0, 0.0, 0.0], [-0.1, -0.1, 0.1], [0.2, 0.1, -0.3], [0.1, 0.0, 0.0], [0.0, 0.0, 0.0], [0.0, 0.0, -0.1], [0.0, 0.0, 0.0], [0.0, -0.1, -0.1], [0.0, 0.1, 0.1], [0.0, 0.0, 0.0], [-0.1, 0.0, 0.0], [-0.2, 0.1, 0.0], [0.4, -0.1, 0.0], [0.0, 0.1, 0.0], [0.0, 0.1, 0.1], [0.3, 0.0, -0.1], [-0.3, 0.1, 0.2], [0.2, -0.1, -0.2], [0.0, 0.0, -0.1], [0.0, 0.0, 0.0], [-0.1, 0.1, 0.1], [0.0, 0.0, 0.0], [0.0, 0.0, 0.0], [0.4, -0.1, -0.1], [0.1, 0.1, -0.1], [-0.3, 0.1, 0.2], [0.0, 0.0, 0.0], [0.0, 0.0, 0.0], [0.1, -0.1, 0.0], [-0.1, 0.0, 0.0], [0.0, 0.0, 0.0], [0.0, 0.0, 0.0]], "mulliken_charge": [1.460, -0.240, 0.539, -0.244, -0.232, 1.116, -0.624, 0.594, -0.177, -0.257, -0.265, 0.384, -0.240, -0.260, -0.265, 0.126, -1.091, 0.493, 0.501, -0.323, -0.581, 0.675, -0.092, -0.363, 0.271, -0.513, -0.276, 0.847, -0.518, 0.413, -0.383, -0.505, 0.177, -0.642, 0.221, 0.273], "homo_ev": [-9.3, -9.3], "gap_ev": [6.88, 7.25], "multiplicity": 2, "lumo_energy_ev": [-2.4, -2.1], "s_squared": 0.768}

---

No. 2
{"formula": "C12H4NNiO11", "method": "ωB97M-V/def2-TZVPD", "elements": ["Ni", "N", "O", "O", "O", "C", "C", "C", "O", "C", "C", "C", "O", "O", "O", "H", "H", "C", "C", "C", "O", "C", "C", "C", "O", "O", "O", "H", "H"], "xyz": [[-0.275838, 0.105611, -0.044051], [0.934187, -2.657535, 0.942579], [1.632314, -2.102849, 1.811656], [1.059311, -3.886290, 0.733194], [0.046916, -1.985147, 0.331453], [-0.165997, 0.256086, -4.237136], [-1.187053, 0.115652, -5.215171], [-2.687977, 0.144899, -4.737587], [-3.585312, 0.145138, -5.584364], [-2.920403, 0.011840, -3.324512], [-1.857172, 0.033279, -2.438250], [-0.453270, 0.241586, -2.903205], [0.498803, 0.252300, -2.030542], [-2.138428, 0.096571, -1.182064], [-1.042935, -0.084270, -6.423608], [0.874111, 0.373788, -4.512712], [-3.949129, -0.071878, -3.005604], [-0.040000, 0.430249, 4.079323], [1.110487, 0.551661, 4.900988], [2.494408, 0.970277, 4.282736], [3.508325, 0.856089, 4.977851], [2.497232, 1.277683, 2.877348], [1.377471, 1.110000, 2.098992], [0.064813, 0.602715, 2.717241], [-0.958924, 0.415247, 1.966169], [1.476861, 1.186246, 0.821776], [1.093338, 0.158906, 6.075218], [-0.888794, -0.077177, 4.514270], [3.482661, 1.529312, 2.508004]], "forces_ev_per_angstrom": [[0.5, 0.1, 0.4], [0.7, 0.0, 1.5], [-0.4, -0.2, -0.8], [-0.4, 0.8, -0.4], [-0.1, -0.1, -0.7], [-0.2, 0.5, -0.8], [-0.8, -0.1, -0.5], [-0.1, -0.9, 0.8], [0.1, 0.3, 0.0], [0.8, 0.0, -1.5], [-2.4, 1.3, 1.2], [1.7, -1.0, 0.8], [-1.6, 0.2, 0.7], [2.0, -0.5, 0.4], [0.6, 0.2, 0.0], [0.0, -0.2, -0.2], [0.0, 0.0, 0.3], [1.0, 0.2, -0.2], [0.2, -0.9, 0.7], [-0.4, -0.5, -0.6], [-0.2, 0.5, 0.0], [0.1, 0.4, 2.0], [0.9, -0.9, -1.1], [-1.2, 0.5, 0.2], [1.1, -0.1, -1.5], [-1.9, -0.4, 0.0], [0.2, 0.5, 0.2], [-0.2, 0.2, -0.1], [-0.2, 0.0, -0.6]], "mulliken_charge": [0.694, 0.981, -0.572, -0.709, -0.494, -0.919, 0.463, 0.495, -0.727, -0.907, 0.921, 0.749, -0.780, -0.812, -0.711, 0.389, 0.394, -0.835, 0.568, 0.445, -0.727, -0.963, 0.970, 0.828, -0.807, -0.836, -0.724, 0.297, 0.330], "homo_ev": [0.5, 0.5], "gap_ev": [6.78, 6.78], "charge": -3, "multiplicity": 3, "lumo_energy_ev": [7.3, 7.3], "s_squared": 2.003}

---

No. 3
{"formula": "C12H54O25Sr2", "method": "ωB97M-V/def2-TZVPD", "elements": ["Sr", "Sr", "C", "C", "O", "O", "H", "H", "H", "C", "C", "O", "O", "H", "H", "H", "C", "C", "O", "O", "H", "H", "H", "C", "C", "O", "O", "H", "H", "H", "C", "O", "H", "H", "H", "H", "C", "O", "H", "H", "H", "H", "C", "O", "H", "H", "H", "H", "C", "O", "H", "H", "H", "H", "O", "H", "H", "O", "H", "H", "O", "H", "H", "O", "H", "H", "O", "H", "H", "O", "H", "H", "O", "H", "H", "O", "H", "H", "O", "H", "H", "O", "H", "H", "O", "H", "H", "O", "H", "H", "O", "H", "H"], "xyz": [[0.331371, 0.040937, -0.193305], [-3.238276, -2.389199, 0.914989], [0.018099, -1.509887, 4.054890], [-1.089269, -1.756075, 2.985569], [-0.914491, -1.267185, 1.861639], [-2.134607, -2.482071, 3.186106], [0.522854, -0.552308, 3.926958], [0.798703, -2.269795, 4.091098], [-0.535751, -1.467337, 4.992725], [3.066299, -3.607913, -1.203721], [2.265317, -2.421122, -0.792890], [1.073201, -2.558090, -0.480008], [2.717701, -1.259051, -0.887728], [4.101751, -3.632411, -0.864127], [3.186920, -3.684382, -2.284327], [2.572485, -4.547453, -0.955694], [-6.296676, 0.929542, 2.256332], [-5.407506, -0.161432, 1.720081], [-4.203854, 0.038346, 1.488496], [-5.775805, -1.341432, 1.497975], [-6.528656, 0.970277, 3.320579], [-7.263877, 1.039424, 1.765867], [-5.759898, 1.854260, 2.044521], [-3.022612, -0.808201, -3.218955], [-1.924933, -0.510591, -2.177255], [-1.949207, -1.203051, -1.106361], [-1.079827, 0.409239, -2.348773], [-3.221831, -1.873902, -3.106259], [-2.668923, -0.699454, -4.244221], [-3.889075, -0.156917, -3.104157], [3.958836, 3.819033, 2.464854], [2.896423, 4.193119, 3.291502], [4.830008, 3.492671, 3.032883], [3.734382, 2.953044, 1.842130], [4.299610, 4.574543, 1.756927], [3.216578, 4.885370, 3.874504], [-0.386202, -3.839493, -3.848288], [-1.159670, -4.605694, -4.777468], [-0.692420, -2.832024, -4.129982], [-0.686956, -4.138792, -2.844270], [0.679662, -3.996647, -4.013651], [-0.707007, -4.532899, -5.620909], [2.525038, 2.170221, -1.842514], [1.291514, 2.157760, -1.170832], [2.903161, 3.179089, -2.007771], [3.296674, 1.522095, -1.427047], [2.344060, 1.861499, -2.872093], [0.801856, 2.948197, -1.409669], [1.585782, -4.578489, 2.161309], [1.995092, -5.869324, 2.567645], [1.132359, -4.490369, 1.174019], [0.999030, -4.120575, 2.957643], [2.520154, -4.022861, 2.081712], [2.674293, -5.675212, 3.217723], [-2.752205, 1.755260, 3.449812], [-3.225776, 1.121697, 2.910757], [-2.116152, 1.229615, 3.934961], [2.409239, 1.467001, 4.121651], [2.674456, 2.376629, 3.985778], [1.716029, 1.514921, 4.779983], [-1.596308, -3.964418, 0.025945], [-0.671215, -3.763280, -0.115415], [-1.803549, -4.620798, -0.639232], [-2.294999, 4.497280, -0.778755], [-1.536210, 4.342238, -1.341275], [-2.618872, 3.622020, -0.566015], [3.461095, -0.576366, -3.752824], [2.983096, -0.945362, -3.010132], [2.878453, -0.705400, -4.501226], [-0.677882, 2.050509, 0.950532], [-1.589469, 2.335108, 0.885423], [-0.257111, 2.715707, 1.495231], [0.942879, 0.009097, -4.752483], [0.693370, 0.478157, -5.548702], [0.267278, 0.241391, -4.115425], [0.363772, 3.947315, 2.490716], [1.212367, 4.175738, 2.870115], [0.191164, 4.640727, 1.853843], [-3.253481, 2.142843, -0.252228], [-3.801357, 2.164436, -1.036831], [-3.643782, 1.460794, 0.294309], [1.850978, 0.591464, 1.640530], [1.710019, 1.071294, 2.456708], [2.723798, 0.209818, 1.734181], [5.028217, -1.009955, 1.116156], [4.607793, -0.940951, 1.973304], [4.302902, -1.000155, 0.491612], [-0.096580, 4.005453, -2.490985], [0.588317, 4.550403, -2.878505], [-0.643712, 3.744717, -3.231868], [-1.688990, 2.526590, -4.203007], [-1.505262, 1.713644, -3.732269], [-2.634194, 2.647791, -4.112775]], "forces_ev_per_angstrom": [[-0.4, -0.9, 0.1], [0.0, 1.8, 0.8], [-1.5, 0.1, 0.2], [-0.5, -1.4, 0.2], [0.4, 1.0, -1.7], [1.3, 0.7, 0.7], [-0.2, 0.0, -0.4], [-0.4, -0.2, -0.1], [0.4, -0.2, 0.3], [0.7, -1.2, -0.4], [-0.4, 0.5, -0.7], [-2.0, -1.2, 0.7], [1.4, 1.2, 0.1], [-0.1, 0.3, 0.4], [-0.2, 0.6, -0.2], [0.0, 0.1, 0.4], [0.0, 1.3, -0.4], [-0.8, -2.7, 0.1], [2.9, 2.4, -0.3], [-1.6, -0.5, 0.2], [0.4, -0.7, 0.1], [0.1, -0.5, -0.3], [0.0, 0.2, 0.1], [1.1, -0.4, 0.0], [-0.6, -0.1, 0.8], [-0.2, 0.4, -0.5], [-0.1, -0.2, -0.7], [-0.6, 0.2, 0.1], [0.2, 0.3, 0.0], [-0.1, -0.2, 0.3], [1.7, -0.8, -1.2], [-0.2, 0.2, 0.5], [0.1, 0.2, 0.3], [-0.7, 0.0, 0.2], [-0.3, 0.4, 0.2], [-0.1, 0.1, 0.2], [-0.7, 0.1, -1.1], [0.1, -0.8, 0.0], [0.6, 0.6, 1.0], [0.1, 0.3, -0.1], [0.1, 0.1, 0.3], [-0.1, -0.1, -0.1], [0.1, 0.3, -1.9], [0.6, -0.6, 1.2], [0.3, 0.3, 0.7], [-0.4, 0.0, 0.3], [0.2, -0.6, -0.1], [-0.5, 0.1, -0.3], [1.1, 0.8, 0.4], [-0.3, -0.6, -0.2], [-0.3, -0.6, 0.3], [-0.4, 0.1, -0.3], [-0.1, 0.7, -0.2], [0.0, -0.5, 0.1], [0.1, 0.5, 0.3], [-0.4, -0.5, -0.5], [0.2, -0.1, 0.1], [0.0, -0.4, 0.0], [0.1, 0.6, 0.0], [-0.2, 0.0, 0.3], [-0.5, -0.7, 0.0], [1.0, 0.7, -0.1], [0.0, -0.3, -0.2], [0.0, 0.8, -0.1], [0.4, 0.1, -0.2], [-0.1, -0.1, 0.4], [0.7, -0.1, -0.2], [0.0, -0.1, 0.6], [-0.3, 0.2, -0.1], [-0.2, -0.6, -0.6], [-0.4, -0.1, 0.0], [0.5, 0.3, 0.6], [0.0, -0.2, -0.4], [-0.1, 0.1, -0.2], [-0.3, 0.0, 0.6], [-0.6, 0.0, 0.0], [0.6, 0.0, 0.1], [-0.3, 0.3, -0.2], [-0.1, -0.2, -0.5], [-0.1, 0.0, -0.2], [-0.3, -0.8, 0.9], [0.2, -0.1, -0.5], [0.0, 0.2, 0.7], [0.2, -0.1, -0.1], [0.3, 0.2, 0.3], [0.1, -0.1, 0.3], [-0.5, -0.1, -0.8], [0.6, 0.6, 0.4], [0.2, 0.3, 0.0], [-0.7, -0.7, -0.6], [0.0, 0.7, -0.5], [0.3, -0.7, 0.8], [-0.3, 0.1, -0.1]], "mulliken_charge": [0.599, 1.321, -0.987, 0.887, -0.112, -0.986, -0.079, 0.236, 0.424, -1.465, 0.501, 0.071, -0.422, 0.388, 0.312, 0.339, -1.163, 0.612, -0.327, -0.841, 0.297, 0.349, 0.260, -1.518, 0.362, 0.264, -0.053, 0.346, 0.363, 0.330, -0.588, -0.556, 0.342, 0.133, 0.336, 0.250, -0.080, -0.599, 0.114, -0.090, 0.308, 0.315, -0.925, 0.401, 0.316, 0.158, 0.270, -0.031, -0.118, -0.559, -0.144, 0.270, 0.141, 0.345, -0.614, 0.265, 0.296, -0.636, 0.317, 0.293, -0.435, 0.096, 0.221, -0.751, 0.452, 0.421, -0.661, 0.190, 0.272, 0.446, -0.043, 0.057, -0.577, 0.236, 0.241, -0.656, 0.360, 0.261, -0.501, 0.257, -0.002, 0.529, 0.004, -0.199, -0.678, 0.281, 0.238, -0.699, 0.270, 0.346, -0.786, 0.241, 0.333], "homo_ev": -9.2, "gap_ev": 8.91, "multiplicity": 1, "lumo_energy_ev": -0.2}